Record 1
ORCA calculation (the ωB97M-V functional and the def2-TZVPD basis) on a 7-piece molecular cluster, C41H42FO4PS overall in a non-equilibrium geometry.

SMILES string: C#CP(CCC(=O)O)S(=O)(=O)F.c1ccccc1.c1ccccc1.c1ccccc1.c1ccccc1.c1ccccc1.c1ccccc1
HOMO energy in eV: -9.2668
Kohn-Sham gap in eV: 9.06
Energy above the lowest of the compared OMol25 structures with the same formula, charge and spin in kcal per mole: 64.6

Geometry as ORCA input:
```
! wB97M-V def2-TZVPD RIJCOSX def2/J DEFGRID3
* xyz 0 1
C -9.94435 -0.86709 -5.40464
C -8.82255 -1.24020 -5.22356
P -7.19781 -1.93964 -5.18243
C -6.55738 -1.66999 -3.46998
C -5.04655 -1.44214 -3.38521
C -4.30662 -2.66209 -2.84290
O -4.84106 -3.66687 -2.51883
O -2.95655 -2.51495 -2.77658
S -6.08849 -0.70655 -6.55167
O -6.83082 -0.70960 -7.75382
O -4.75337 -1.16423 -6.69876
F -6.00144 0.78992 -5.99189
H -10.94394 -0.78955 -5.73488
H -6.89114 -2.49399 -2.84466
H -7.05896 -0.78654 -3.07735
H -4.58143 -1.21118 -4.34571
H -4.84454 -0.60611 -2.72069
H -2.72832 -1.98777 -3.55172
C 0.51190 -6.55639 -4.37545
C 1.51518 -5.61708 -4.17613
C 1.19749 -4.35953 -3.68339
C -0.11994 -4.04418 -3.38049
C -1.12252 -4.98253 -3.57544
C -0.80697 -6.23853 -4.07718
H 0.75797 -7.53694 -4.76286
H 2.54372 -5.86543 -4.40503
H 1.97720 -3.62308 -3.53256
H -0.36529 -3.06395 -2.98993
H -2.14684 -4.73582 -3.33610
H -1.58909 -6.97024 -4.23445
C -6.37138 6.13604 -4.88635
C -6.49564 6.13538 -3.50377
C -6.61364 4.93465 -2.81784
C -6.59852 3.73399 -3.51472
C -6.47093 3.73365 -4.89715
C -6.36125 4.93540 -5.58317
H -6.28234 7.07299 -5.42127
H -6.50112 7.07171 -2.96041
H -6.71680 4.93451 -1.74003
H -6.68640 2.79666 -2.97885
H -6.45807 2.79878 -5.43841
H -6.26667 4.93594 -6.66152
C 3.71869 -1.91599 0.28693
C 4.17082 -2.59893 1.40735
C 3.59116 -3.80932 1.76454
C 2.56502 -4.34055 0.99495
C 2.11582 -3.65828 -0.12801
C 2.68896 -2.44516 -0.47993
H 4.16833 -0.96980 0.01066
H 4.97504 -2.18702 2.00413
H 3.93963 -4.33809 2.64262
H 2.11521 -5.28598 1.27006
H 1.31603 -4.07084 -0.73057
H 2.33322 -1.91069 -1.35260
C 5.65992 0.28772 3.92683
C 4.36634 -0.13912 4.19510
C 3.97280 -0.38426 5.50326
C 4.87090 -0.19381 6.54474
C 6.16343 0.23623 6.27689
C 6.55959 0.47336 4.96779
H 5.96749 0.47598 2.90544
H 3.66414 -0.28181 3.38311
H 2.96589 -0.72315 5.71115
H 4.56302 -0.38060 7.56591
H 6.86282 0.38664 7.08966
H 7.56923 0.80413 4.75899
C 1.12120 0.79258 0.49721
C 1.16684 2.17861 0.43406
C 0.12740 2.88215 -0.15932
C -0.96254 2.19985 -0.68169
C -1.00992 0.81373 -0.61505
C 0.03309 0.10930 -0.02957
H 1.93313 0.24332 0.95671
H 2.01414 2.71137 0.84717
H 0.16640 3.96261 -0.21403
H -1.77528 2.74891 -1.14051
H -1.86127 0.28062 -1.02069
H -0.00157 -0.97228 0.01743
C 7.57248 4.41623 7.75974
C 6.51583 3.51622 7.77774
C 5.90605 3.18510 8.97969
C 6.34713 3.76085 10.16340
C 7.40158 4.66349 10.14503
C 8.01695 4.98838 8.94400
H 8.05002 4.67192 6.82230
H 6.16711 3.07151 6.85427
H 5.08571 2.47823 8.99339
H 5.86856 3.50602 11.10049
H 7.74447 5.11368 11.06798
H 8.84261 5.68849 8.93067
*
```

Löwdin population analysis, charges in e, atoms 1 to 8: 0.08, -0.36, 0.93, -0.36, -0.15, -0.52, 0.15, 0.08

=====

Record 2
ORCA calculation (the ωB97M-V functional and the def2-TZVPD basis) on a 2-piece molecular cluster, C41H42N3O2 overall in a non-equilibrium geometry.

HOMO energy in eV: -9.9807
Kohn-Sham gap in eV: 4.38
Energy above the lowest of the compared OMol25 structures with the same formula, charge and spin in kcal per mole: 43.4

Geometry as ORCA input:
```
! wB97M-V def2-TZVPD RIJCOSX def2/J DEFGRID3
* xyz 1 1
C 1.75713 6.54811 2.84380
N 1.80610 5.55235 3.92275
C 2.25249 6.03493 5.23786
C 1.08491 4.32751 3.80368
C 1.71477 3.16421 3.31694
C 1.04240 1.97831 3.23987
C -0.30262 1.87385 3.64550
C -0.97326 0.59474 3.78851
C -2.40459 0.44624 3.92084
C -2.68039 -0.69984 4.70000
C -3.97988 -1.00258 5.09774
C -5.00254 -0.18848 4.66330
C -4.75160 0.89602 3.81678
C -3.47031 1.22434 3.43994
C -1.42698 -1.36283 4.96480
C -0.39474 -0.61251 4.34982
C 0.92757 -1.07759 4.44545
C 1.18155 -2.23004 5.15283
C 0.15699 -2.92945 5.79621
C -1.15026 -2.50904 5.70450
C -0.94158 3.05229 4.09269
C -0.27273 4.23978 4.17246
H 1.26418 6.10769 1.97768
H 1.19733 7.43152 3.14964
H 2.76340 6.84691 2.55532
H 2.10419 5.24723 5.97597
H 3.31223 6.28426 5.21010
H 1.69024 6.91462 5.54984
H 2.74786 3.23254 3.02283
H 1.53366 1.10862 2.84540
H -4.15816 -1.83247 5.76208
H -6.01099 -0.38728 4.98801
H -5.57920 1.48276 3.45193
H -3.27932 2.02078 2.74050
H 1.72297 -0.56001 3.94104
H 2.18996 -2.60653 5.21163
H 0.39035 -3.80977 6.37321
H -1.94916 -3.02529 6.21110
H -1.95628 2.98562 4.44499
H -0.76297 5.12400 4.54342
H 0.70268 0.68793 -4.38184
C 0.74567 -0.40613 -4.45097
C -0.58010 -0.96595 -3.87877
O -1.68054 -0.52255 -4.67255
C -0.79650 -0.66203 -2.41243
C -0.46066 0.54802 -1.88896
C -0.68803 0.82919 -0.54634
N -1.23937 0.01248 0.30471
C -1.60772 -1.19762 -0.18335
C -1.42354 -1.58561 -1.53651
C -1.87493 -2.85581 -1.95386
C -2.45593 -3.74474 -1.07077
O -2.90547 -5.03029 -1.39137
C -2.68685 -5.43541 -2.72089
C -2.61188 -3.33900 0.27622
C -2.21191 -2.11500 0.70253
C 0.94554 -0.80063 -5.93447
C 2.35202 -1.42390 -6.11704
C 2.43067 -2.69957 -5.23344
C 2.19947 -2.30160 -3.75917
N 1.94595 -0.83168 -3.65447
C 3.14100 -0.08556 -4.13429
C 3.42661 -0.39257 -5.63470
C 3.45875 0.85460 -6.46882
C 3.71648 0.86022 -7.76008
H -0.52539 -2.05502 -4.00627
H -2.53022 -0.78705 -4.25445
H -0.03427 1.30197 -2.52396
H -0.39663 1.79167 -0.15554
H -1.78046 -3.13468 -2.98553
H -3.06069 -6.45257 -2.83581
H -3.22984 -4.78554 -3.40558
H -1.62131 -5.42785 -2.94733
H -3.05734 -4.03909 0.96023
H -2.33302 -1.81738 1.73094
H 0.17180 -1.52146 -6.21694
H 0.81061 0.05454 -6.60737
H 2.53242 -1.67123 -7.17605
H 1.67871 -3.42928 -5.55958
H 3.39792 -3.20022 -5.36370
H 1.36680 -2.84181 -3.30252
H 3.07264 -2.53376 -3.14135
H 2.97401 0.98166 -3.97731
H 3.99042 -0.35434 -3.49787
H 4.41484 -0.87296 -5.71847
H 3.27021 1.78817 -5.96617
H 3.73863 1.77046 -8.32565
H 3.91603 -0.04659 -8.29308
*
```

Löwdin population analysis, charges in e, atoms 1 to 8: -0.06, -0.23, -0.06, -0.20, 0.03, 0.00, -0.12, 0.07

=====

Record 3
ORCA calculation (the ωB97M-V functional and the def2-TZVPD basis) on C41H42OsP2Se as an isolated structure in a non-equilibrium geometry.

HOMO energy (alpha / beta) in eV: -13.1133 / -13.5324
Kohn-Sham gap (alpha / beta) in eV: 6.24 / 5.67
Energy above the lowest of the compared OMol25 structures with the same formula, charge and spin in kcal per mole: 101.4

Geometry as ORCA input:
```
! wB97M-V def2-TZVPD RIJCOSX def2/J DEFGRID3
* xyz 2 5
Os 0.33286 -0.28367 0.92931
C -1.48235 0.41579 3.70095
C -1.85219 -0.29490 2.51718
C -2.84606 0.27945 1.51615
C -2.34003 1.45706 0.68504
C -0.84109 1.66833 0.82401
C -0.20512 2.39096 1.86807
C -0.95447 2.83972 2.98365
C -1.70115 1.83803 3.92216
C 2.11421 -0.59519 0.54933
H -1.47654 -0.26264 4.57248
H -1.88921 -1.37705 2.57629
H -3.74482 0.62894 2.04280
H -3.19114 -0.52122 0.82624
H -2.61825 1.29870 -0.37316
H -2.82198 2.41564 0.93899
H -0.38905 1.80014 -0.18035
H 0.75190 2.82115 1.59456
H -1.71584 3.55332 2.66804
H -0.24976 3.40363 3.60995
H -1.38497 2.05000 4.93867
H -2.78216 2.05589 3.94638
H 2.50025 -1.31177 1.28032
H 2.69400 0.31323 0.51066
H 2.00066 -1.02597 -0.46874
P -0.43133 -1.28386 -1.73817
P 1.10434 0.94923 -1.76378
C -1.35947 0.17575 -2.26812
C -0.52323 1.24976 -2.44057
C -0.56556 -2.27752 -3.38424
C -1.38445 -1.97117 -4.47378
C -1.49010 -2.80870 -5.57896
C -0.73823 -3.96783 -5.64737
C 0.14493 -4.28049 -4.61405
C 0.21443 -3.43450 -3.50110
C -1.59611 -2.37288 -0.81974
C -1.27551 -2.55643 0.50552
C -1.92209 -3.51508 1.26089
C -2.86990 -4.34196 0.66141
C -3.17682 -4.16820 -0.66944
C -2.58431 -3.16137 -1.41200
C 2.06418 1.00445 -3.42103
C 1.95340 -0.05468 -4.33470
C 2.32778 0.08262 -5.67271
C 2.97742 1.25553 -6.06952
C 3.22996 2.28005 -5.15842
C 2.74328 2.14685 -3.85081
C 1.71843 2.57257 -1.07330
C 3.00257 2.60026 -0.51566
C 3.54564 3.82203 -0.14662
C 2.83523 5.00212 -0.31679
C 1.51578 4.95242 -0.75441
C 0.94944 3.73616 -1.14794
H -2.39833 0.08356 -2.55849
H -0.77381 2.21874 -2.87747
H -2.01517 -1.07594 -4.45018
H -2.18221 -2.57649 -6.39791
H -0.81186 -4.63935 -6.50070
H 0.75536 -5.17739 -4.66511
H 0.87055 -3.69910 -2.67435
H -0.46600 -1.89706 0.99332
H -1.68421 -3.61474 2.32932
H -3.33537 -5.12387 1.20783
H -3.87799 -4.83673 -1.17050
H -2.82032 -3.01727 -2.45057
H 1.51632 -1.00165 -4.00402
H 2.12879 -0.70937 -6.39514
H 3.30412 1.36383 -7.10665
H 3.81648 3.15682 -5.45621
H 2.91551 2.99216 -3.17131
H 3.56448 1.68194 -0.42461
H 4.53964 3.83330 0.26718
H 3.28729 5.95990 -0.08321
H 0.90557 5.85371 -0.80360
H -0.08621 3.69915 -1.52311
Se 0.89547 0.42240 3.41561
C 0.83853 -0.37263 5.35728
C 0.92232 0.43210 6.51839
C 0.66566 -0.12937 7.76744
C 0.30298 -1.46678 7.85132
C 0.15631 -2.27181 6.70804
C 0.45775 -1.71522 5.46208
H 1.22994 1.47593 6.42775
H 0.76399 0.47347 8.66561
H 0.07885 -1.92174 8.80861
H -0.18293 -3.29605 6.75453
H 0.40113 -2.29717 4.54525
*
```

Löwdin population analysis, charges in e, atoms 1 to 8: 0.95, -0.27, -0.17, -0.16, -0.16, -0.29, -0.20, -0.20